{
  "formula": "C4H10N4",
  "method": "the ωB97M-V functional and the def2-TZVPD basis",
  "homo_lumo_gap_ev": 8.249,
  "lumo_energy_ev": 1.0,
  "spin_multiplicity": 1,
  "charge": 0,
  "smiles": "C=NN(C)/C(C)=N/N",
  "symbols": ["C", "N", "N", "C", "C", "C", "N", "N", "H", "H", "H", "H", "H", "H", "H", "H", "H", "H"],
  "coordinates": [[0.9265, 2.4164, -0.9313], [-0.0590, 1.6174, -0.9950], [-0.2779, 0.6583, 0.3730], [-0.1326, 1.0931, 1.7428], [-0.1402, -0.6091, -0.0678], [-0.4551, -1.8085, 0.7998], [0.1429, -0.6987, -1.3627], [-0.1803, -1.8739, -1.9943], [0.9200, 3.2811, -1.6086], [1.7542, 2.3499, -0.2153], [-1.0309, 1.6344, 2.0621], [0.0291, 0.3042, 2.4849], [0.6975, 1.7987, 1.8482], [-1.5370, -1.9648, 0.8389], [0.0167, -2.7046, 0.3933], [-0.0941, -1.6575, 1.8181], [-1.0846, -1.7898, -2.4607], [0.5048, -2.0466, -2.7254]],
  "forces_ev_per_a": [[-0.27, -0.32, 0.71], [-0.70, 0.04, 3.02], [1.10, 0.79, -2.34], [0.05, 1.24, 0.04], [-0.06, -1.24, -2.73], [-0.06, 0.41, 0.09], [0.17, 1.69, 2.30], [-0.14, -2.10, -0.37], [0.10, -0.67, -0.19], [-0.29, 0.04, 0.02], [0.05, -0.07, -0.09], [0.05, -0.17, -0.62], [0.08, -0.10, 0.01], [0.10, -0.05, 0.05], [-0.12, 0.23, -0.14], [-0.08, -0.01, -0.04], [0.22, 0.10, 0.17], [-0.19, 0.17, 0.09]]
}

{
  "formula": "C4H10N4",
  "method": "the ωB97M-V functional and the def2-TZVPD basis",
  "homo_lumo_gap_ev": [7.788, 7.687],
  "lumo_energy_ev": [0.9, 0.9],
  "spin_multiplicity": 1,
  "charge": 0,
  "symbols": ["C", "N", "C", "C", "N", "N", "C", "N", "H", "H", "H", "H", "H", "H", "H", "H", "H", "H"],
  "coordinates": [[-1.8242, -0.4776, -1.2758], [-0.1523, 1.9608, -0.6721], [0.5184, -0.1532, -0.0248], [-0.5752, -0.4007, -0.5383], [0.6156, 2.6214, 0.3036], [1.5766, 0.0044, 0.7590], [0.1364, -2.7448, 1.2698], [-0.4048, -2.4600, 0.1821], [0.4079, 1.9256, -1.5264], [-0.0084, 3.1192, 0.9294], [1.3038, 3.2731, -0.0681], [1.5901, 0.9726, 1.1195], [2.4553, -0.3057, 0.3606], [-2.6683, -0.4896, -0.5826], [-1.8554, -1.3999, -1.8577], [-1.9227, 0.3737, -1.9510], [0.7316, -2.0486, 1.8946], [0.0756, -3.7708, 1.6783]],
  "forces_ev_per_a": [[-0.07, -0.02, -0.11], [0.07, 1.25, 0.11], [-2.00, -0.21, -1.01], [1.72, -0.51, 0.89], [-0.12, 0.14, -0.31], [0.58, 0.32, 0.36], [0.23, 0.14, 0.12], [-0.35, -0.97, 0.25], [0.15, -0.02, 0.18], [0.05, -0.09, -0.07], [-0.12, -0.13, 0.02], [0.20, -0.26, -0.15], [-0.07, 0.15, 0.08], [0.03, 0.03, -0.07], [0.05, 0.02, 0.08], [-0.02, 0.02, 0.09], [-0.25, 0.00, -0.26], [-0.07, 0.14, -0.21]]
}

{
  "formula": "C4H10N4",
  "method": "the ωB97M-V functional and the def2-TZVPD basis",
  "homo_lumo_gap_ev": 8.823,
  "lumo_energy_ev": 0.8,
  "spin_multiplicity": 1,
  "charge": 0,
  "symbols": ["C", "C", "C", "C", "N", "N", "N", "N", "H", "H", "H", "H", "H", "H", "H", "H", "H", "H"],
  "coordinates": [[1.6420, 1.4419, -0.4915], [-0.1394, -0.1398, 1.2575], [-0.8177, 0.0252, 0.0174], [1.0466, 0.0747, -0.3492], [-0.0850, -1.4076, 1.7280], [-1.2619, 1.3030, -0.4522], [-1.4891, -1.0456, -0.6012], [1.6014, -0.9519, -0.8067], [-0.3599, -2.2299, 1.1950], [0.5576, -1.5971, 2.4796], [-2.0778, -1.5932, 0.0100], [-1.9317, -0.8246, -1.4815], [-0.8407, 2.0444, 0.0939], [-2.2674, 1.3699, -0.3384], [1.0497, -1.8012, -0.6584], [2.6858, 1.3403, -0.7875], [1.1142, 2.0039, -1.2634], [1.5735, 1.9878, 0.4484]],
  "forces_ev_per_a": [[-0.07, 0.01, 0.03], [-0.27, -0.11, 0.30], [0.81, -0.13, 0.09], [-0.59, -0.09, -0.48], [0.04, 0.01, -0.20], [0.10, 0.03, -0.10], [0.19, -0.07, -0.03], [-0.03, 0.14, 0.26], [-0.03, 0.16, 0.03], [-0.07, 0.04, -0.05], [0.02, 0.06, -0.02], [-0.01, 0.03, 0.10], [0.01, -0.03, 0.05], [0.06, -0.05, 0.02], [-0.13, 0.08, -0.03], [-0.05, -0.02, 0.02], [0.00, -0.02, 0.02], [0.01, -0.02, -0.02]]
}

{
  "formula": "C4H10N4",
  "method": "the ωB97M-V functional and the def2-TZVPD basis",
  "homo_lumo_gap_ev": 8.147,
  "lumo_energy_ev": 0.8,
  "spin_multiplicity": 1,
  "charge": 0,
  "smiles": "CC(C)=C(N)/N=N/N",
  "symbols": ["C", "C", "C", "C", "N", "N", "N", "N", "H", "H", "H", "H", "H", "H", "H", "H", "H", "H"],
  "coordinates": [[-0.8278, -2.1658, -0.4982], [-0.6236, -0.8034, 0.0965], [-1.5942, -0.3901, 1.1561], [0.3742, 0.0021, -0.3665], [1.2466, -0.4009, -1.3843], [0.2432, 1.3322, -0.0268], [1.3831, 1.8942, -0.1832], [1.5318, 3.0123, 0.5475], [-1.7877, -2.5773, -0.1954], [-0.8112, -2.1272, -1.5869], [-0.0446, -2.8549, -0.1706], [-2.6038, -0.3380, 0.7450], [-1.6056, -1.1245, 1.9637], [-1.3332, 0.5828, 1.5586], [2.0301, 0.2323, -1.4717], [1.5649, -1.3554, -1.3072], [0.7001, 3.3976, 0.9906], [2.1578, 3.6840, 0.1327]],
  "forces_ev_per_a": [[0.33, -0.02, 0.24], [0.58, 0.19, -0.54], [0.13, 0.21, -0.13], [-2.91, -1.96, -0.88], [0.38, 0.28, 0.10], [3.41, 1.57, 0.97], [-1.35, -0.10, 0.67], [-0.26, 0.44, -0.39], [-0.02, -0.07, 0.09], [0.10, 0.01, -0.12], [-0.04, -0.23, -0.07], [-0.13, -0.02, 0.02], [-0.03, -0.02, 0.07], [-0.11, 0.01, 0.12], [-0.02, -0.08, -0.02], [-0.08, 0.02, 0.07], [-0.04, -0.19, -0.19], [0.05, -0.05, -0.01]]
}

{
  "formula": "C4H10N4O",
  "method": "the ωB97M-V functional and the def2-TZVPD basis",
  "homo_lumo_gap_ev": 8.111,
  "lumo_energy_ev": 0.7,
  "spin_multiplicity": 1,
  "charge": 0,
  "smiles": "CN1CCN(C)[N+]([O-])=N1",
  "symbols": ["C", "N", "C", "C", "N", "C", "N", "O", "N", "H", "H", "H", "H", "H", "H", "H", "H", "H", "H"],
  "coordinates": [[0.8964, -2.0092, -1.6867], [0.7310, -1.0979, -0.5043], [0.8181, 0.2680, -1.0139], [-0.2805, 1.0358, -0.4104], [-0.4469, 0.6285, 0.9732], [-0.8900, 1.5590, 1.9382], [-0.5914, -0.6933, 1.2673], [-1.2063, -0.9740, 2.3066], [-0.1331, -1.5931, 0.3813], [1.8837, -1.9790, -2.0656], [0.7174, -2.9686, -1.2691], [0.1379, -1.6805, -2.4668], [0.8090, 0.3451, -2.0844], [1.8308, 0.7275, -0.5665], [-0.0389, 2.1786, -0.2209], [-1.2541, 0.9897, -0.9282], [-0.3297, 2.4792, 1.8517], [-1.8412, 1.8610, 1.7020], [-0.8122, 0.9230, 2.7965]],
  "forces_ev_per_a": [[-2.06, 1.19, 1.20], [2.33, -0.10, -3.72], [2.44, 1.06, 2.69], [-1.13, 3.12, 1.80], [1.56, -0.36, -1.50], [1.40, -0.66, -0.02], [0.83, -1.76, -3.03], [-0.12, -0.84, 0.17], [-2.53, 1.97, 3.68], [1.00, 0.34, -0.38], [-0.37, -1.09, -0.23], [0.85, -0.84, 0.65], [0.13, -0.26, -0.55], [-1.97, -0.86, -1.36], [-0.35, -2.15, -1.15], [0.34, -0.16, -0.18], [0.85, -0.02, 0.54], [-2.92, 0.49, 0.01], [-0.29, 0.93, 1.38]]
}

{
  "formula": "C4H10N4O",
  "method": "the ωB97M-V functional and the def2-TZVPD basis",
  "homo_lumo_gap_ev": 8.261,
  "lumo_energy_ev": -0.3,
  "spin_multiplicity": 1,
  "charge": 0,
  "symbols": ["C", "C", "C", "C", "H", "H", "H", "H", "H", "H", "H", "H", "H", "H", "N", "N", "N", "N", "O"],
  "coordinates": [[-0.7804, -0.4985, 2.4307], [-1.1166, 0.8145, 1.6281], [0.2906, 1.1233, 1.1434], [1.0024, -0.7051, -1.6859], [-1.9026, -1.1891, 2.4020], [0.0299, -0.9969, 1.6613], [-0.3286, -0.5449, 3.6361], [-1.2580, 1.4533, 2.6181], [-2.9943, 0.2897, 1.5833], [-2.2866, 0.5130, 0.0634], [0.6352, 1.9052, 1.7144], [-0.8387, -2.2855, -1.9698], [1.3687, -2.5139, -2.7233], [2.1426, 0.8462, -1.6259], [-2.2996, 0.9536, 0.9556], [0.9614, 0.6587, 0.2219], [0.5281, -1.7731, -2.2590], [2.1143, -0.0858, -1.9684], [-0.0092, -0.0194, -0.8886]],
  "forces_ev_per_a": [[-0.41, -4.37, -0.53], [2.60, 1.28, 6.27], [-3.96, 0.18, -0.49], [1.09, 5.72, 0.82], [3.54, 1.77, 0.31], [-2.17, 0.04, 2.57], [-1.41, 0.68, -3.84], [0.40, -0.11, -2.12], [1.72, 2.38, -2.27], [0.11, -0.46, -0.96], [2.14, 1.13, 1.56], [5.77, 2.00, -0.75], [-3.74, 2.98, 1.88], [-0.08, 0.44, 0.67], [-4.10, -2.36, 0.90], [-0.63, -0.36, -3.36], [-2.25, -7.18, -2.10], [-1.48, -3.16, -0.59], [2.86, -0.59, 2.03]]
}

{
  "formula": "C4H10N4P",
  "method": "the ωB97M-V functional and the def2-TZVPD basis",
  "homo_lumo_gap_ev": 6.824,
  "lumo_energy_ev": -4.9,
  "spin_multiplicity": 1,
  "charge": 1,
  "smiles": "[H]/P=C/N=N/N(C)[N+](=C)C",
  "symbols": ["H", "P", "C", "N", "N", "N", "C", "N", "C", "C", "H", "H", "H", "H", "H", "H", "H", "H", "H"],
  "coordinates": [[-5.3849, -0.9801, 0.1765], [-4.4989, 0.0177, 0.6137], [-3.0880, -0.6985, -0.0362], [-1.9812, 0.0094, 0.2167], [-0.8459, -0.4609, -0.1505], [0.1791, 0.2891, 0.1242], [0.2380, 1.6003, 0.6632], [1.5628, -0.3976, -0.3272], [1.4845, -1.5877, -0.7823], [2.7292, 0.3912, -0.1312], [-3.0332, -1.6282, -0.6054], [-0.7992, 1.8241, 0.9386], [0.8591, 1.6532, 1.5593], [0.5670, 2.3394, -0.0705], [0.5119, -2.0486, -0.8705], [2.3773, -2.1134, -1.0762], [2.9002, 0.5716, 0.9326], [2.6311, 1.3550, -0.6343], [3.5911, -0.1360, -0.5406]],
  "forces_ev_per_a": [[-0.13, -0.23, -0.12], [0.97, -0.37, -0.39], [-2.32, -0.70, -0.04], [3.67, 1.08, 0.13], [-2.47, -0.56, -0.05], [3.77, -1.50, -0.85], [-0.02, 0.97, 0.36], [-4.51, 0.06, 0.57], [0.05, 0.60, 0.18], [1.10, 0.81, 0.24], [0.01, 0.09, 0.10], [0.21, -0.05, -0.03], [-0.10, -0.03, -0.04], [-0.05, -0.03, 0.02], [-0.11, 0.04, 0.07], [0.27, 0.09, -0.03], [-0.12, -0.09, -0.10], [-0.07, -0.17, -0.01], [-0.15, -0.02, 0.01]]
}

{
  "formula": "C4H10NO",
  "method": "the ωB97M-V functional and the def2-TZVPD basis",
  "homo_lumo_gap_ev": 5.747,
  "lumo_energy_ev": 3.8,
  "spin_multiplicity": 1,
  "charge": -1,
  "smiles": "CNCCC[O-]",
  "symbols": ["C", "N", "C", "C", "C", "O", "H", "H", "H", "H", "H", "H", "H", "H", "H", "H"],
  "coordinates": [[0.0198, -2.1052, 1.3029], [0.7355, -1.0243, 0.5595], [-0.1058, -0.3086, -0.4289], [0.4776, 1.0211, -0.8786], [-0.5428, 2.2522, -0.6780], [-1.7804, 2.0792, -1.1912], [0.8899, -2.5497, 1.8332], [-0.5290, -2.8490, 0.7295], [-0.6767, -1.7500, 2.0719], [1.6605, -1.3361, 0.7852], [-1.0511, -0.1954, 0.1796], [-0.2656, -0.9685, -1.3069], [1.3916, 1.3593, -0.3867], [0.5424, 1.0357, -1.9908], [-0.7376, 2.1871, 0.4565], [-0.0282, 3.1524, -1.0572]],
  "forces_ev_per_a": [[1.33, 0.99, 0.43], [-2.13, -1.86, 2.09], [0.98, -0.48, 0.90], [-1.42, 1.56, -1.36], [-1.82, -2.12, 1.33], [0.50, -0.04, -0.84], [-0.99, -0.58, 0.06], [0.14, -0.21, -0.48], [-0.05, 0.30, -0.09], [0.87, 1.44, -1.96], [0.61, 0.26, -1.16], [-0.35, 0.32, 0.39], [0.26, -0.56, -0.04], [0.60, -0.26, 0.58], [1.12, 0.96, -0.29], [0.37, 0.27, 0.43]]
}

{
  "formula": "C4H10NO",
  "method": "the ωB97M-V functional and the def2-TZVPD basis",
  "homo_lumo_gap_ev": 6.557,
  "lumo_energy_ev": 4.1,
  "spin_multiplicity": 1,
  "charge": -1,
  "smiles": "CC[C@@H](N)C[O-]",
  "symbols": ["C", "C", "C", "N", "C", "O", "H", "H", "H", "H", "H", "H", "H", "H", "H", "H"],
  "coordinates": [[-1.4587, -1.4479, 1.5566], [-0.8325, -0.1194, 1.1776], [0.1700, -0.1822, 0.0436], [-0.1741, -0.7652, -1.2917], [0.8558, 1.2526, -0.2563], [1.4822, 1.4381, -1.4250], [-1.9029, -1.8343, 0.6318], [-2.1416, -1.3686, 2.4106], [-0.6702, -2.1668, 1.8136], [-0.2620, 0.3520, 1.9922], [-1.6446, 0.6126, 1.0388], [0.9022, -0.8965, 0.4639], [0.1690, -0.1124, -1.9989], [0.5446, -1.4791, -1.3513], [1.6293, 1.2664, 0.5468], [-0.0240, 1.9084, -0.0422]],
  "forces_ev_per_a": [[0.74, -0.21, -0.29], [-0.58, 1.02, 0.02], [1.07, -0.04, -1.29], [-0.30, -0.71, 0.91], [0.61, -1.01, 0.59], [-0.78, -0.38, -0.33], [-0.43, -0.07, 0.41], [-0.13, -0.11, -0.35], [-0.07, 0.02, 0.13], [0.00, -0.35, 0.16], [0.08, -0.11, -0.51], [0.34, 0.37, -0.08], [0.04, 0.64, 0.28], [-0.42, -0.31, -0.44], [-0.48, 0.67, 0.69], [0.31, 0.58, 0.09]]
}

{
  "formula": "C4H10NO",
  "method": "the ωB97M-V functional and the def2-TZVPD basis",
  "homo_lumo_gap_ev": 6.402,
  "lumo_energy_ev": 4.3,
  "spin_multiplicity": 1,
  "charge": -1,
  "smiles": "CN(C)CC[O-]",
  "symbols": ["C", "N", "C", "C", "C", "O", "H", "H", "H", "H", "H", "H", "H", "H", "H", "H"],
  "coordinates": [[-0.0932, 1.0070, -1.3076], [-0.3468, 1.0578, 0.1757], [0.9217, 1.2691, 0.8926], [-0.9460, -0.2175, 0.5734], [-0.0978, -1.5100, 0.4279], [0.3792, -1.7954, -0.7939], [-0.9370, 1.5428, -1.7547], [0.0285, -0.0321, -1.6020], [0.9038, 1.3690, -1.4825], [0.6414, 1.2427, 1.9620], [1.2326, 2.2903, 0.7300], [1.4907, 0.3430, 0.8345], [-1.1905, -0.1330, 1.6428], [-1.9094, -0.3288, 0.0911], [-0.7380, -2.3198, 0.8608], [0.7502, -1.3309, 1.1392]],
  "forces_ev_per_a": [[-0.40, -0.22, 1.34], [0.52, -0.17, -0.83], [-2.44, -0.91, 1.44], [-0.13, -0.11, 0.88], [0.46, 0.38, -0.40], [-0.12, -0.11, -0.32], [0.50, 0.03, -0.56], [-0.56, -0.35, -0.25], [0.22, 1.07, -0.44], [0.01, 0.24, 0.00], [1.01, -0.15, -0.56], [1.35, 0.71, -0.71], [0.01, 0.02, 0.16], [-0.26, 0.01, -0.58], [-0.02, 0.02, 0.31], [-0.15, -0.45, 0.51]]
}

{
  "formula": "C4H10NO",
  "method": "the ωB97M-V functional and the def2-TZVPD basis",
  "homo_lumo_gap_ev": 6.360,
  "lumo_energy_ev": 4.0,
  "spin_multiplicity": 1,
  "charge": -1,
  "smiles": "CCCNC[O-]",
  "symbols": ["C", "C", "C", "N", "C", "O", "H", "H", "H", "H", "H", "H", "H", "H", "H", "H"],
  "coordinates": [[1.8904, -0.2662, 1.1141], [1.3860, -0.2020, -0.3178], [-0.0975, -0.5920, -0.4716], [-0.9500, 0.4067, 0.1435], [-2.4006, 0.4666, -0.4826], [-3.0928, -0.6078, -0.2803], [2.1129, -1.1686, 1.6916], [2.7540, 0.3685, 1.3391], [1.1001, 0.2367, 1.6786], [1.3480, 0.8680, -0.5325], [2.0324, -0.7200, -1.0200], [-0.2722, -1.4710, 0.1568], [-0.3323, -0.7614, -1.5272], [-0.5461, 1.3364, -0.0138], [-2.7504, 1.3752, 0.0766], [-2.1818, 0.7311, -1.5549]],
  "forces_ev_per_a": [[-0.21, 1.06, 1.42], [-0.40, 0.03, 0.22], [0.28, -0.08, 1.18], [-0.27, 0.67, -0.21], [1.10, -0.20, 1.17], [-0.29, -0.36, -0.29], [-0.33, -0.57, -0.85], [0.23, 0.06, -0.57], [-0.11, -0.17, 0.24], [0.62, 0.09, -0.47], [0.08, -0.05, -0.22], [-0.04, -0.56, -0.74], [-0.10, -0.22, -0.12], [-0.12, -0.14, -0.14], [-0.23, 0.30, -0.40], [-0.21, 0.14, -0.21]]
}

{
  "formula": "C4H10NO",
  "method": "the ωB97M-V functional and the def2-TZVPD basis",
  "homo_lumo_gap_ev": 6.951,
  "lumo_energy_ev": -5.7,
  "spin_multiplicity": 1,
  "charge": 1,
  "symbols": ["C", "N", "H", "H", "H", "H", "C", "C", "C", "O", "H", "H", "H", "H", "H", "H"],
  "coordinates": [[1.2511, -0.2359, -1.5531], [2.5053, -0.0380, -1.4982], [0.7532, -0.8895, -0.8468], [0.6516, 0.2544, -2.3117], [2.9602, 0.6213, -2.1224], [3.0803, -0.5617, -0.8441], [-1.9459, -1.4533, 0.0966], [-0.9723, -0.5767, 0.8194], [-1.0558, 0.7360, 0.9414], [-0.0379, 1.5032, 1.4840], [-2.5641, -2.0325, 0.7809], [-2.6174, -0.9490, -0.5944], [-1.4020, -2.2109, -0.4769], [-0.1291, -1.1079, 1.2568], [-1.9272, 1.3066, 0.6313], [0.1682, 2.2019, 0.8577]],
  "forces_ev_per_a": [[-0.34, -0.10, -0.07], [-0.14, -0.09, -0.01], [0.12, -0.13, -0.01], [0.08, 0.18, 0.07], [0.13, -0.10, -0.01], [0.09, 0.22, 0.08], [-0.24, -0.42, 0.11], [0.07, -0.46, -0.18], [0.34, 0.67, -0.29], [-0.05, -0.60, 0.04], [-0.06, 0.00, 0.14], [0.04, 0.28, 0.09], [0.02, 0.06, -0.06], [0.13, 0.26, 0.09], [-0.01, -0.10, -0.19], [-0.17, 0.34, 0.22]]
}